(1)
{
  "formula": "C6H22AgF2N9O9S2",
  "method": "ωB97M-V/def2-TZVPD",
  "total_charge": 1,
  "spin_multiplicity": 2,
  "s2": 0.75,
  "elements": ["Ag", "N", "S", "O", "O", "F", "S", "O", "O", "F", "C", "C", "O", "H", "H", "H", "H", "H", "H", "C", "O", "N", "N", "H", "H", "H", "H", "C", "O", "N", "N", "H", "H", "H", "H", "C", "O", "N", "N", "H", "H", "H", "H", "C", "O", "N", "N", "H", "H", "H", "H"],
  "coordinates": [[0.153, -0.329, 0.193], [1.460, -1.856, 0.829], [2.813, -1.880, 1.562], [3.924, -2.490, 0.848], [2.855, -1.934, 3.010], [3.058, -0.314, 1.204], [1.198, -3.491, 1.131], [0.304, -3.797, 2.219], [2.210, -4.490, 0.818], [0.142, -3.683, -0.027], [-3.282, 0.556, 2.226], [-2.967, -0.690, 1.447], [-1.600, -1.104, 1.611], [-4.350, 0.754, 2.316], [-2.910, 1.494, 1.815], [-2.937, 0.463, 3.256], [-3.121, -0.557, 0.376], [-3.470, -1.613, 1.736], [-1.487, -1.337, 2.535], [1.695, 1.219, -2.136], [1.361, 0.993, -1.004], [2.461, 0.500, -2.902], [1.157, 2.264, -2.791], [2.938, -0.311, -2.535], [2.626, 0.903, -3.814], [0.474, 2.771, -2.247], [1.314, 2.447, -3.772], [1.124, 1.647, 2.682], [0.408, 1.159, 1.873], [1.460, 1.021, 3.759], [1.634, 2.827, 2.692], [2.029, 1.437, 4.483], [0.936, 0.182, 3.962], [2.066, 3.277, 3.486], [1.333, 3.428, 1.938], [0.036, -2.095, -2.725], [-0.272, -1.449, -1.778], [-0.781, -2.586, -3.607], [1.146, -2.594, -2.925], [-0.425, -3.238, -4.291], [-1.751, -2.307, -3.631], [1.993, -2.291, -2.467], [1.269, -3.270, -3.666], [-2.039, 2.138, -0.841], [-1.479, 1.091, -0.588], [-1.514, 3.305, -0.680], [-3.234, 2.220, -1.287], [-0.607, 3.348, -0.238], [-2.260, 3.982, -0.602], [-3.664, 1.330, -1.496], [-3.428, 2.950, -1.958]],
  "lowdin_spin": [0.711, 0.081, 0.006, 0.016, 0.007, 0.001, 0.004, 0.002, 0.023, 0.000, 0.000, 0.002, 0.024, 0.000, 0.000, 0.000, 0.000, 0.001, 0.000, 0.002, 0.017, 0.001, 0.002, 0.000, 0.000, 0.000, 0.000, 0.002, 0.015, 0.001, 0.002, 0.000, 0.000, 0.000, 0.000, 0.002, 0.020, 0.001, 0.000, 0.000, 0.000, 0.000, 0.000, 0.006, 0.049, -0.001, 0.002, 0.000, 0.000, 0.000, 0.000]
}

(2)
{
  "formula": "C6H22B2NO3P",
  "method": "ωB97M-V/def2-TZVPD",
  "e_above_lowest_kj_mol": 380.26,
  "elements": ["C", "C", "C", "N", "B", "B", "O", "O", "P", "C", "C", "C", "H", "H", "H", "H", "H", "H", "H", "H", "H", "H", "H", "H", "H", "H", "H", "H", "H", "H", "H", "O", "H", "H", "H"],
  "coordinates": [[2.750, 0.782, 3.204], [1.439, 0.802, 2.212], [1.807, 1.532, 0.774], [1.362, 0.691, -0.410], [0.005, 1.110, -0.945], [0.274, 1.648, -2.511], [1.678, 1.850, -2.946], [-0.825, 1.963, -3.474], [-1.360, -0.229, -0.844], [-0.685, -2.002, -1.065], [-1.993, -0.169, 0.975], [-2.651, 1.284, 1.363], [3.687, 0.220, 2.735], [3.096, 1.847, 3.564], [2.452, 0.170, 4.159], [1.124, -0.301, 1.944], [0.511, 1.382, 2.662], [1.334, 2.612, 0.804], [2.988, 1.705, 0.765], [1.421, -0.334, -0.218], [-0.422, 2.070, -0.369], [1.901, 2.821, -2.840], [-1.396, 2.630, -2.956], [0.094, -2.282, -0.208], [-1.595, -2.756, -0.899], [-0.271, -2.241, -2.142], [-2.745, -1.083, 1.078], [-1.091, -0.384, 1.703], [-2.381, 2.140, 0.586], [-2.218, 1.612, 2.402], [-3.816, 1.201, 1.457], [-1.188, -4.963, -2.458], [-0.199, -5.010, -2.412], [-1.595, -5.866, -2.438], [-1.490, -4.448, -3.250]],
  "lowdin_charge": [-0.170, -0.242, -0.242, -0.078, -0.826, -0.475, -0.005, -0.038, 0.900, -0.412, -0.459, -0.191, 0.081, 0.075, 0.060, 0.091, 0.106, 0.117, 0.109, 0.064, 0.057, 0.100, 0.104, 0.040, 0.017, 0.026, 0.066, 0.051, 0.067, 0.067, 0.066, 0.288, 0.194, 0.197, 0.196]
}

(3)
{
  "formula": "C6H22BFO4",
  "method": "ωB97M-V/def2-TZVPD",
  "smiles": "CCBF.CO.CO.CO.CO",
  "elements": ["C", "C", "B", "F", "H", "H", "H", "H", "H", "H", "C", "O", "H", "H", "H", "H", "C", "O", "H", "H", "H", "H", "C", "O", "H", "H", "H", "H", "C", "O", "H", "H", "H", "H"],
  "coordinates": [[0.008, -2.254, -0.807], [-1.207, -1.110, -0.898], [-2.614, -1.970, -0.600], [-3.663, -2.153, -1.640], [1.011, -1.721, -0.522], [0.060, -2.725, -1.891], [-0.295, -3.135, -0.080], [-1.085, -0.268, -0.093], [-1.185, -0.634, -1.973], [-2.712, -2.465, 0.467], [3.586, -2.164, 1.000], [2.288, -2.729, 1.008], [3.500, -1.075, 1.005], [4.131, -2.488, 1.890], [4.117, -2.481, 0.099], [2.397, -3.695, 1.004], [-0.559, 2.988, -1.651], [-1.726, 2.191, -1.730], [-0.093, 2.841, -0.674], [0.142, 2.689, -2.435], [-0.827, 4.041, -1.770], [-2.117, 2.342, -2.607], [-0.151, -4.651, 3.442], [0.375, -4.255, 2.189], [-0.704, -5.585, 3.316], [0.667, -4.807, 4.149], [-0.827, -3.877, 3.815], [0.860, -3.424, 2.332], [-0.577, 7.161, -0.692], [0.013, 7.142, -1.979], [0.138, 7.577, 0.021], [-1.475, 7.784, -0.711], [-0.835, 6.141, -0.394], [-0.644, 6.768, -2.590]],
  "lowdin_charge": [-0.138, -0.212, -0.094, -0.036, 0.070, 0.090, 0.067, 0.098, 0.094, 0.057, -0.139, -0.177, 0.083, 0.079, 0.081, 0.091, -0.158, -0.138, 0.083, 0.080, 0.057, 0.086, -0.155, -0.153, 0.080, 0.076, 0.078, 0.056, -0.169, -0.135, 0.082, 0.077, 0.062, 0.078]
}

no.,calculated total energy (a.u.)
1,-2554.5956
2,-913.0834
3,-667.3805